Record 1
C35H37NO3P2Ti | the ωB97M-V functional and the def2-TZVPD basis

E_LUMO (alpha / beta) = -0.02 / -0.02 eV
Energy above the lowest of the compared OMol25 structures with the same formula, charge and spin = 0.00 kcal/mol
2S+1 = 3
HOMO (alpha / beta) = -5.09 / -6.41 eV
Energy = -3168.186782 Eh
Molar mass = 629.5 g mol⁻¹
Net charge = 0

Cartesian coordinates (Å):
1 C 0.275 0.138 -0.919
2 C 0.801 0.467 0.270
3 H -1.946 -0.735 2.015
4 C 4.456 -2.852 -1.273
5 C -1.341 -0.551 2.901
6 H -4.295 -4.210 -1.720
7 C 3.295 -4.828 0.731
8 O -3.220 3.466 0.876
9 H 0.785 0.169 6.078
10 C 2.380 2.603 1.882
11 C 0.192 -0.039 5.192
12 C 0.994 2.813 1.897
13 H 3.156 -5.658 1.438
14 H -3.911 2.136 -1.753
15 C 2.084 -3.863 -1.363
16 H 1.193 -4.909 0.226
17 C -0.784 -1.036 5.214
18 H 4.314 3.477 2.213
19 H -1.228 2.781 -6.631
20 H -0.416 4.163 -4.726
21 H -0.454 3.254 -2.413
22 C 3.254 -3.549 1.521
23 H 2.778 1.630 1.601
24 H -4.882 2.192 -0.151
25 C -0.795 2.641 -3.249
26 H 4.261 -4.990 0.244
27 C 4.557 -1.933 -0.029
28 H 0.810 -0.487 -1.638
29 H 5.048 -2.378 -2.068
30 C -4.027 2.616 -0.747
31 Ti -2.216 2.162 0.405
32 C -0.356 0.453 2.892
33 C -0.780 3.158 -4.545
34 C 2.723 4.888 2.603
35 H -1.832 -4.205 -2.101
36 H -0.560 -2.082 -1.972
37 C -2.298 -0.885 -1.499
38 C -3.735 -3.278 -1.659
39 C -1.240 2.377 -5.620
40 H 3.653 -1.542 1.917
41 H -2.313 -2.063 4.082
42 C 1.335 5.093 2.626
43 H -0.953 -1.616 6.120
44 C -1.714 1.086 -5.390
45 C 0.421 0.707 4.039
46 C -1.731 0.555 -4.101
47 H 4.211 -0.929 -0.311
48 P -1.381 0.669 -1.350
49 C 2.152 -4.927 -0.312
50 C -4.401 -2.078 -1.370
51 C -1.552 -1.290 4.066
52 H 2.770 -2.304 -2.570
53 H 1.133 -3.813 -1.879
54 H 4.926 -3.817 -1.065
55 H 5.623 -1.815 0.232
56 H 3.398 5.697 2.879
57 H 2.729 -3.608 2.466
58 O -5.573 4.064 1.322
59 C -1.632 -2.087 -1.799
60 C 3.235 3.639 2.228
61 C -2.350 -3.274 -1.872
62 C 0.462 4.062 2.275
63 C -3.690 -0.882 -1.293
64 H 1.170 1.482 4.017
65 H -2.104 -0.439 -3.915
66 N -4.654 4.615 0.848
67 H -5.475 -2.077 -1.210
68 P -0.106 1.480 1.426
69 H 1.783 0.119 0.595
70 C 3.782 -2.331 1.188
71 H -4.064 3.638 -0.966
72 C -1.271 1.341 -3.023
73 H 2.203 -5.921 -0.789
74 H -0.615 4.203 2.291
75 C 3.045 -2.993 -1.778
76 H -4.193 0.053 -1.077
77 O -4.154 5.652 0.622
78 H 0.934 6.059 2.922
79 H -2.078 0.476 -6.211

Cartesian forces, eV/Å:
0.9 -0.4 0.2
0.6 -0.6 -0.5
0.1 0.0 0.1
0.1 0.3 0.2
0.4 0.3 0.5
0.1 0.2 0.0
-0.3 -0.2 -0.2
4.5 -1.3 3.1
-0.1 -0.1 -0.1
-0.3 0.3 0.1
0.0 0.0 0.0
0.5 0.4 0.3
0.1 0.1 -0.2
-0.7 -0.1 0.4
1.4 1.1 -0.6
0.1 0.0 0.0
-0.1 0.1 -0.5
-0.3 0.1 0.0
0.0 -0.1 0.2
0.0 -0.1 0.0
-0.1 -0.1 -0.2
0.9 1.9 -0.6
0.0 0.3 0.1
0.7 0.6 -0.9
-0.1 -0.1 -0.2
-0.2 0.0 0.2
0.2 0.0 -0.4
0.2 0.2 0.3
0.0 -0.2 0.2
-0.6 -3.6 -2.7
-3.1 2.5 1.3
0.6 -0.2 0.7
-0.2 -0.6 -0.2
-0.4 -0.4 -0.1
-0.1 0.2 0.0
-0.2 -0.1 0.0
-0.1 -0.5 -0.1
0.1 0.5 0.1
0.1 0.1 0.5
-0.1 0.1 0.1
0.1 0.1 0.0
0.3 -0.2 0.0
0.0 0.1 -0.2
0.1 0.0 0.1
-0.9 -0.7 -0.2
0.4 1.1 0.1
0.1 -0.1 -0.1
-0.2 0.1 -0.4
0.1 -0.2 0.4
0.3 -0.3 -0.2
0.3 0.2 0.1
-0.1 0.0 0.0
-0.1 0.1 -0.1
-0.1 0.2 -0.1
-0.3 0.0 0.0
-0.2 -0.2 -0.1
-0.1 0.1 0.1
-2.1 0.8 2.4
-0.4 0.2 0.2
0.2 0.4 0.1
-0.3 -0.1 0.0
0.7 -0.4 -0.1
0.5 -0.3 0.0
0.1 0.1 0.1
-0.1 -0.1 -0.1
0.2 -1.6 -3.9
0.1 0.0 0.0
-0.5 0.0 0.0
-0.1 -0.2 -0.4
-0.7 -2.1 0.5
-0.4 1.2 -0.3
-0.1 -0.5 -0.9
0.0 0.3 0.0
0.0 0.1 -0.1
-1.1 -1.2 0.6
0.0 0.0 0.0
-0.4 3.0 1.4
0.1 -0.1 -0.1
0.1 0.1 0.0


Record 2
C35H38Cl2NOPReSi | the ωB97M-V functional and the def2-TZVPD basis

E_LUMO (alpha / beta) = -7.19 / -7.31 eV
Energy above the lowest of the compared OMol25 structures with the same formula, charge and spin = 0.00 kcal/mol
2S+1 = 2
HOMO (alpha / beta) = -13.84 / -13.87 eV
Energy = -3115.492097 Eh
Molar mass = 804.9 g mol⁻¹
Net charge = +2

Cartesian coordinates (Å):
1 C 2.260 2.310 0.408
2 C 0.312 2.295 -2.060
3 H 0.931 4.376 -2.209
4 C -2.005 2.893 2.743
5 H -2.156 -5.988 0.613
6 C 3.335 1.639 -0.444
7 H -5.331 1.850 0.134
8 C -2.844 -0.471 -0.005
9 H 2.459 -1.356 -2.433
10 C -3.753 0.516 -0.422
11 C 1.030 -2.161 1.670
12 H -1.369 2.486 -3.383
13 H -0.468 4.683 -0.314
14 H -5.290 1.175 2.512
15 H 2.309 -4.221 4.026
16 H 0.183 0.033 -2.279
17 H -2.962 4.765 3.148
18 H -1.811 1.852 -1.790
19 C 1.147 3.416 -2.676
20 O 0.015 -1.326 1.383
21 H 0.275 0.918 -3.720
22 H 4.295 1.763 0.059
23 C -1.940 -5.391 -0.262
24 Si -1.867 -1.380 -1.315
25 N 1.802 -1.684 -0.514
26 H 1.754 0.783 -2.742
27 C 1.156 -2.826 2.865
28 C 2.651 -1.905 -1.521
29 C -2.835 -0.833 1.350
30 C -1.314 -5.248 -2.584
31 C 3.940 -3.457 -0.237
32 H 2.078 0.643 1.830
33 C -4.622 1.108 0.475
34 C -3.713 -0.251 2.245
35 H -2.052 -0.768 -2.654
36 C 2.503 3.821 0.484
37 C 3.067 -3.274 0.842
38 Cl 4.455 -5.029 2.378
39 C -4.602 0.721 1.810
40 C -0.911 4.169 0.530
41 H 3.161 0.566 -0.551
42 H -3.812 0.792 -1.469
43 C -1.761 4.860 1.376
44 P 0.566 1.947 -0.243
45 C -2.039 -4.011 -0.202
46 H -2.139 -1.584 1.707
47 H 0.887 3.505 -3.733
48 C 2.236 -3.711 3.075
49 H -3.709 -0.557 3.283
50 C 2.285 1.719 1.826
51 H 2.218 3.234 -2.614
52 H -2.339 -3.541 0.726
53 H 1.734 4.327 1.070
54 H 4.378 -2.916 -2.265
55 C 0.679 0.960 -2.704
56 C -1.163 2.191 1.894
57 H 2.557 4.280 -0.503
58 H 3.282 1.862 2.246
59 H -1.986 5.899 1.182
60 C 3.723 -2.778 -1.417
61 H -1.507 -7.086 -1.499
62 H 3.430 2.083 -1.433
63 C -2.306 4.221 2.482
64 H 1.571 2.212 2.487
65 H -0.923 1.154 2.113
66 C -1.575 -6.008 -1.452
67 C -1.416 -3.868 -2.527
68 H 3.458 3.995 0.982
69 H 4.775 -4.139 -0.141
70 C 3.163 -3.934 2.102
71 C -1.175 2.567 -2.312
72 C 1.994 -2.379 0.663
73 H -1.463 3.565 -1.994
74 H -1.048 -5.734 -3.513
75 Re 0.201 -0.455 -0.322
76 Cl 0.002 -2.595 4.100
77 C -1.782 -3.232 -1.335
78 H -1.234 -3.286 -3.424
79 H -2.420 2.401 3.612
80 C -0.617 2.825 0.780

Cartesian forces, eV/Å:
0.0 0.1 0.1
-0.1 0.2 0.2
0.0 0.0 0.0
0.0 0.0 0.0
0.0 0.0 0.0
0.0 -0.1 0.0
0.0 0.0 0.0
0.3 0.0 -0.2
0.0 0.0 0.0
0.0 0.1 -0.1
0.5 -0.3 0.0
0.0 0.0 0.0
0.0 0.0 0.0
0.0 0.0 0.0
0.0 0.0 0.0
-0.2 0.2 0.0
0.0 0.0 0.0
-0.1 0.0 0.0
0.0 0.0 0.0
0.0 0.2 -0.1
0.1 0.0 0.0
0.0 0.0 0.0
0.0 0.0 0.0
-0.1 0.0 -0.1
0.3 -0.1 0.2
-0.1 0.1 0.0
0.1 0.0 -0.3
0.0 0.1 -0.2
0.1 -0.3 0.1
0.0 0.0 0.0
0.0 0.0 0.0
0.0 0.0 0.0
0.0 0.0 0.0
0.0 0.0 0.0
-0.1 -0.2 0.1
0.0 0.0 0.0
-0.1 0.1 0.1
0.0 0.0 0.0
0.0 0.0 0.0
0.0 0.0 0.0
0.0 0.0 0.0
0.0 0.0 0.0
0.0 0.0 0.0
0.0 -0.1 -0.2
0.0 0.1 0.1
-0.2 0.1 0.0
0.0 0.0 0.0
0.0 -0.1 0.1
0.0 0.0 0.0
0.0 0.0 0.0
0.0 0.0 0.0
0.0 0.0 0.0
0.0 0.0 0.0
0.0 0.0 0.0
0.3 -0.4 -0.2
0.0 -0.1 0.0
0.0 0.0 0.1
0.0 0.0 0.0
0.0 0.0 0.0
0.0 0.0 -0.1
0.0 0.0 0.0
0.0 0.0 0.0
0.0 0.0 0.0
0.0 0.0 0.0
0.0 0.1 0.0
0.0 0.0 0.0
0.0 0.1 0.0
0.0 0.0 0.0
0.0 0.0 0.0
0.0 0.0 -0.1
0.0 -0.1 0.1
-0.1 -0.1 0.3
0.0 0.0 0.0
0.0 0.0 0.0
-0.8 0.2 0.0
-0.1 0.0 0.1
0.0 0.2 0.0
0.0 0.0 0.0
0.0 0.0 0.0
0.1 0.1 0.0


Record 3
C35H38ClCsN5O6SSbTe | the ωB97M-V functional and the def2-TZVPD basis

E_LUMO = 3.65 eV
Energy above the lowest of the compared OMol25 structures with the same formula, charge and spin = 30.94 kcal/mol
HOMO = -1.29 eV
Energy = -3468.334295 Eh
Molar mass = 1074.5 g mol⁻¹
Net charge = -2

Cartesian coordinates (Å):
1 N 2.505 -2.392 -0.616
2 C 3.519 4.036 0.987
3 C 4.585 -3.448 2.278
4 O -4.800 0.878 -1.850
5 C -2.338 -3.914 2.485
6 O -1.576 -6.138 -0.874
7 Sb -0.429 -3.314 1.711
8 C 3.707 -4.716 0.347
9 H -2.669 -4.810 1.954
10 C 2.068 -0.029 -5.198
11 O -2.374 -5.425 -2.983
12 C 0.624 -5.009 2.508
13 C -3.328 4.891 -2.553
14 H 1.367 5.611 1.347
15 H 4.178 -5.610 0.739
16 C -3.216 0.672 0.779
17 H -0.840 2.173 -1.416
18 H -0.318 -2.202 -4.853
19 H 3.749 5.096 0.964
20 H -1.356 2.344 1.875
21 Te 0.206 0.382 -4.240
22 H 1.696 -4.804 2.520
23 C -2.865 2.603 -2.003
24 C 2.986 -4.740 -0.808
25 H -4.794 3.307 -2.584
26 H -2.695 -0.662 3.713
27 N 2.485 -0.063 0.859
28 C 3.838 -3.505 1.075
29 H 5.222 -2.162 3.863
30 H 5.521 3.350 0.696
31 C -0.138 4.112 1.619
32 H 2.554 -0.898 -4.757
33 H -0.305 -0.970 3.065
34 H 1.845 -3.518 -2.183
35 C -1.116 4.246 -1.907
36 Cs -1.450 -1.845 -1.458
37 C -3.759 3.579 -2.401
38 C 3.251 -1.086 1.283
39 H -4.040 5.652 -2.862
40 N -2.676 -0.111 1.740
41 C 4.185 1.704 0.868
42 C 2.410 -3.529 -1.255
43 H 0.431 -5.887 1.887
44 C 2.179 3.618 1.183
45 C 1.130 4.552 1.381
46 C 3.187 -2.355 0.563
47 Cl -1.834 -5.018 -1.723
48 O -0.604 -4.279 -1.948
49 H -4.433 0.967 4.401
50 H -0.081 4.496 -1.694
51 C 0.111 -1.958 3.273
52 C 1.846 2.240 1.208
53 O -2.652 0.204 -2.871
54 C -4.112 0.923 3.368
55 H 5.061 -4.348 2.651
56 S -3.350 0.888 -1.789
57 H -0.969 4.790 1.776
58 H 2.706 0.845 -5.060
59 N 0.575 1.825 1.457
60 O -2.780 -4.122 -1.065
61 H -0.681 -1.155 -6.244
62 H 4.109 -0.183 3.035
63 C -2.005 5.244 -2.310
64 C -1.539 2.936 -1.753
65 H 2.836 -5.647 -1.380
66 C -1.541 6.667 -2.462
67 H -0.254 -2.347 4.229
68 C 2.874 1.217 1.009
69 H -0.457 6.733 -2.353
70 H -1.837 -1.274 -4.899
71 C -3.141 0.008 2.977
72 H 1.203 -1.873 3.295
73 C 4.035 -1.093 2.451
74 H 4.993 0.997 0.720
75 C 4.666 -2.241 2.933
76 H 1.906 -0.181 -6.266
77 N -2.686 0.453 -0.458
78 H -5.386 2.498 2.632
79 H -3.078 -3.124 2.339
80 C 4.483 3.068 0.844
81 H 0.281 -5.199 3.529
82 C -0.781 -1.266 -5.166
83 H -1.988 7.326 -1.712
84 C -0.359 2.716 1.661
85 H -1.803 7.071 -3.444
86 H -2.238 -4.125 3.553
87 C -4.193 1.640 1.080
88 H -4.616 2.261 0.305
89 C -4.633 1.757 2.387

Cartesian forces, eV/Å:
0.0 0.0 0.2
-0.1 -0.1 0.0
-0.1 0.1 0.0
0.1 -0.1 0.1
-0.1 0.0 0.2
0.0 -0.4 0.1
0.2 0.1 -0.3
-0.1 0.1 0.0
0.0 0.1 0.0
0.1 0.0 -0.1
-0.2 -0.3 -0.4
0.0 -0.1 0.2
0.0 0.0 0.0
0.0 0.0 0.0
0.0 0.0 0.0
0.2 -0.1 0.1
-0.1 0.1 0.0
0.0 0.0 0.0
0.0 0.0 0.0
0.0 -0.1 0.0
-0.2 0.1 0.1
-0.1 0.0 0.0
0.2 -0.1 0.1
0.0 0.1 0.0
0.1 0.0 0.0
0.0 0.1 -0.1
0.6 0.1 0.3
0.1 -0.1 0.1
0.0 -0.1 0.0
0.0 0.1 0.0
0.1 -0.2 0.0
0.0 0.0 0.0
0.0 -0.1 0.0
0.0 0.0 0.0
0.0 0.1 0.0
1.1 1.3 0.2
-0.2 0.0 -0.1
-0.3 0.0 -0.2
0.0 0.0 0.0
-0.4 0.0 0.0
0.1 -0.1 0.0
0.0 0.0 -0.1
0.0 0.1 0.0
0.1 0.1 0.0
0.0 -0.1 0.0
0.0 0.0 -0.1
-0.1 0.2 0.3
0.3 -1.3 -0.3
0.0 0.0 0.0
-0.1 0.0 0.0
0.0 -0.1 0.2
-0.2 0.0 0.1
-0.4 0.2 -0.3
0.1 -0.2 0.1
0.0 0.1 0.0
0.0 1.3 -0.2
0.0 0.0 0.0
0.0 -0.1 0.0
0.1 0.0 0.0
-0.2 -1.0 0.0
0.0 0.0 0.0
0.0 0.1 -0.1
0.1 -0.1 0.1
0.1 -0.1 0.1
0.0 0.0 0.0
0.1 0.1 -0.1
0.1 0.1 0.0
-0.4 -0.1 -0.2
0.0 0.0 0.0
0.1 0.2 0.1
0.1 0.2 0.1
-0.1 0.0 0.0
0.0 0.1 0.0
-0.1 -0.1 0.0
0.0 -0.1 0.0
0.0 0.0 0.1
-0.5 0.1 -0.1
0.0 0.0 0.0
0.1 0.0 0.0
0.0 0.0 0.0
0.1 0.0 -0.1
0.1 -0.1 -0.1
0.0 -0.1 0.0
0.0 0.1 0.0
0.0 0.0 0.0
-0.1 0.0 0.0
-0.1 0.0 0.4
0.1 0.0 -0.1
0.0 0.0 -0.2


Ordered max |F| results: 0.1091; 0.0165; 0.0337; unit Eh/bohr.